Record 1
Computed, not measured: one molecule with the formula C5H5F2N at a distorted geometry, with ωB97M-V/def2-TZVPD.

Its highest occupied orbital energy is -0.39861 Ha. The calculation puts the HOMO-LUMO gap at 11.53 eV. Its LUMO energy is 0.68 eV. The largest force on an atom comes out at 5.4 eV/Å. The calculation puts the relative energy (zero: lowest compared OMol25 entry of this formula, charge and spin) at 2.7193 eV.

XYZ file:
```
13
Properties=species:S:1:pos:R:3:mulliken_charge:R:1
N 2.9160 -0.5672 0.0615 -0.412
C 1.8135 -0.2330 -0.1137 -0.023
C 0.5175 0.2200 -0.5636 -0.050
C 0.2837 1.6064 -0.0311 -0.479
C -1.0172 1.0984 0.7502 -0.698
C -0.8433 -0.3420 0.0965 0.867
F -0.7722 -1.4767 0.6525 -0.294
F -1.8075 -0.4493 -0.8398 -0.318
H 0.3487 0.2396 -1.7274 0.338
H 0.9947 2.1379 0.8088 0.267
H 0.0476 2.3045 -0.8122 0.263
H -1.0388 0.9763 1.9648 0.281
H -2.0723 1.5476 0.1917 0.257
```

***

Record 2
Computed, not measured: a 3-piece molecular cluster, C6H12O2 overall at a distorted geometry, with ωB97M-V/def2-TZVPD.

Its highest occupied orbital energy is -0.28758 Ha. The calculation puts the HOMO-LUMO gap at 8.63 eV. Its LUMO energy is 0.80 eV. The largest force on an atom comes out at 3.3 eV/Å. The calculation puts the relative energy (zero: lowest compared OMol25 entry of this formula, charge and spin) at 3.8384 eV.

XYZ file:
```
20
Properties=species:S:1:pos:R:3:mulliken_charge:R:1
C -0.9399 0.3287 -0.0491 0.238
C -2.2419 -0.3321 -0.4232 -1.403
C 1.6229 1.3727 0.8441 -1.459
C 0.2595 -1.6687 -0.9565 -1.532
C 1.5077 0.3055 -0.0140 0.846
C 0.2584 -0.2687 -0.3960 0.847
O -1.0067 1.7109 -0.0856 -0.455
O 2.6060 -0.4883 -0.2635 -0.491
H -1.8818 2.0086 0.1878 0.298
H 3.4043 0.0117 -0.0630 0.311
H -0.4953 0.2122 2.1425 0.102
H -2.3186 -1.3059 0.0584 0.291
H -3.0964 0.2661 -0.1036 0.475
H -2.3528 -0.4841 -1.4938 0.300
H 0.9660 2.2178 0.7576 0.283
H 2.6222 1.6841 1.1284 0.348
H 0.2878 0.5531 2.0452 -0.012
H -0.1311 -2.3893 -0.2316 0.324
H -0.3332 -1.7324 -1.8700 0.332
H 1.2626 -2.0022 -1.2138 0.358
```

***

Record 3
Computed, not measured: one molecule with the formula C4H9NO, with ωB97M-V/def2-TZVPD.

Its highest occupied orbital energy (alpha / beta) is -0.29194 / -0.29195 Ha. The calculation puts the HOMO-LUMO gap (alpha / beta) at 6.98 / 6.98 eV. Its LUMO energy (alpha / beta) is -0.96 / -0.96 eV. The largest force on an atom comes out at 0.5 eV/Å. The calculation puts the relative energy (zero: lowest compared OMol25 entry of this formula, charge and spin) at 4.0533 eV.

XYZ file:
```
15
Properties=species:S:1:pos:R:3:mulliken_charge:R:1
C -0.7252 -1.3436 0.6047 -1.139
C -0.3905 0.0545 0.2905 0.608
C -1.3543 1.1324 0.5584 -1.248
C 0.9347 0.4740 -0.2387 0.269
O 1.3783 1.5238 0.3897 -0.772
N 1.8373 -0.6877 -0.3944 -0.571
H -1.6048 -1.4555 1.2444 0.394
H 0.1619 -1.8490 1.0032 0.374
H -0.9143 -1.8509 -0.3525 0.296
H 0.5294 0.6338 -1.3186 0.185
H -1.0675 2.0485 0.0369 0.339
H -2.3928 0.8317 0.3830 0.440
H -1.2526 1.3577 1.6312 0.303
H 2.3570 -0.5837 -1.2620 0.264
H 2.5296 -0.5525 0.3418 0.258
```

***

Record 4
Computed, not measured: a 7-piece molecular cluster, C23H31Cl8N3 overall at a distorted geometry, with ωB97M-V/def2-TZVPD.

Its highest occupied orbital energy is -0.35696 Ha. The calculation puts the HOMO-LUMO gap at 10.12 eV. Its LUMO energy is 0.41 eV. The largest force on an atom comes out at 3.9 eV/Å. The calculation puts the relative energy (zero: lowest compared OMol25 entry of this formula, charge and spin) at 2.1517 eV.

XYZ file:
```
65
Properties=species:S:1:pos:R:3:mulliken_charge:R:1
C 2.5882 2.9125 5.7504 -0.172
C 3.7028 2.5066 5.0708 -0.397
C 3.7223 1.3480 4.3425 -0.206
N 2.5950 0.6092 4.2098 -0.477
C 1.4094 1.1001 4.6777 0.009
C 1.3495 2.1572 5.6167 -0.723
H 2.6168 3.7691 6.4076 0.379
H 4.6090 3.0936 5.0963 0.355
H 4.6248 0.9499 3.9027 0.389
H 0.5224 0.5845 4.3406 0.476
H 0.4738 2.4602 6.1714 0.391
C -2.0330 -1.0336 -5.5780 -0.542
C -1.6074 -1.4544 -4.3269 0.050
C -0.4400 -2.2044 -4.1229 -0.329
N 0.4030 -2.5103 -5.1493 -0.559
C -0.0419 -2.0818 -6.3610 -0.200
C -1.1610 -1.3275 -6.6488 -0.361
H -3.0237 -0.6470 -5.7660 0.405
H -2.1551 -1.1446 -3.4492 0.273
H -0.2282 -2.5678 -3.1281 0.554
H 0.6434 -2.2484 -7.1789 0.359
H -1.1836 -0.8231 -7.6035 0.375
C -0.1643 1.0734 -1.4210 -0.199
C -1.3168 0.2987 -1.1777 -0.615
C -1.4392 -0.3647 0.0595 -0.426
N -0.4934 -0.3171 1.0383 -0.123
C 0.6157 0.5044 0.8600 -0.773
C 0.7695 1.1312 -0.3774 -0.233
H -0.0633 1.4826 -2.4153 0.514
H -2.0797 0.0710 -1.9075 0.578
H -2.3097 -0.9931 0.1765 0.479
H 1.3600 0.5167 1.6426 0.481
H 1.6973 1.6731 -0.4876 0.283
Cl -2.3142 -3.6056 -0.6384 -0.204
C -1.2288 -4.8693 -1.0325 -0.301
C -1.8961 -6.2841 -0.9580 -0.425
Cl -0.9607 -7.3653 -2.0582 -0.208
H -0.3691 -4.7718 -0.3697 0.279
H -0.7332 -4.7046 -1.9892 0.297
H -2.9696 -6.2705 -1.1465 0.328
H -1.8374 -6.7005 0.0477 0.278
Cl 2.4587 3.6371 -2.2416 -0.183
C 2.7876 4.0495 -3.9320 -0.334
C 4.0198 4.9072 -4.0425 -0.596
Cl 4.7249 5.1755 -5.6170 -0.191
H 2.0333 4.7208 -4.3425 0.296
H 2.9532 3.1587 -4.5378 0.314
H 4.8862 4.6662 -3.4266 0.348
H 3.8184 5.8493 -3.5327 0.333
Cl -2.6587 -1.3944 4.1344 -0.198
C -1.3676 -2.5900 4.1107 -0.286
C -1.3237 -3.3424 2.7812 0.066
Cl -0.1797 -4.7414 2.8739 -0.236
H -1.5207 -3.1593 5.0275 0.415
H -0.4385 -2.0355 4.2428 0.149
H -1.0887 -2.6964 1.9353 -0.254
H -2.2877 -3.7995 2.5581 0.324
Cl -2.7012 2.7059 4.5268 -0.200
C -2.0802 2.3742 2.9269 0.077
C -2.5795 3.3957 1.8758 -0.304
Cl -1.7449 5.0445 2.0445 -0.232
H -2.3432 1.3668 2.6042 -0.015
H -1.0244 2.1326 3.0500 0.095
H -3.6519 3.5453 2.0009 0.389
H -2.3450 3.0769 0.8602 0.163
```